(1)
ORCA calculation (ωB97M-V with the def2-TZVPD basis set) on an isolated molecule of CH5N3S2.

Geometry as XYZ:
```
11
Properties=species:S:1:pos:R:3:mulliken_charge:R:1
N -2.15 0.25 1.29 -0.7224
C -1.11 0.03 0.58 0.6441
N -0.82 0.85 -0.57 -0.3454
S 0.69 1.56 -0.80 -0.1854
N -0.28 -0.99 0.74 -0.4093
S 1.25 -1.72 -0.08 -0.0880
H -2.64 1.08 1.03 0.1907
H -1.63 1.75 -0.51 0.2980
H 0.84 1.49 -2.31 0.1535
H -0.52 -1.50 1.52 0.2782
H 2.29 -1.15 0.79 0.1860
```

Results
Frontier orbital gap   8.98 eV
SMILES string   N=C(NS)NS
LUMO energy   0.055 eV
HOMO level   -8.921 eV



(2)
ORCA calculation (ωB97M-V with the def2-TZVPD basis set) on an isolated molecule of CH5N3S2.

Geometry as XYZ:
```
11
Properties=species:S:1:pos:R:3:mulliken_charge:R:1
N -1.52 -1.11 -0.61 -0.6939
C -0.38 -0.58 -0.21 0.4716
N 0.55 -1.38 0.46 -0.3171
S 1.21 -0.88 1.93 -0.1769
N -0.05 0.81 -0.41 -0.2713
S -0.48 1.79 -1.65 -0.1803
H -2.06 -0.34 -1.05 0.2230
H 0.08 -2.33 0.41 0.3449
H -0.03 -0.37 2.51 0.1707
H 0.98 0.86 -0.01 0.2850
H -1.23 2.84 -1.03 0.1444
```

Results
Frontier orbital gap   9.81 eV
SMILES string   N=C(NS)NS
LUMO energy   0.552 eV
HOMO level   -9.254 eV



Least stable = (1)



(1)
ORCA calculation (ωB97M-V with the def2-TZVPD basis set) on a cluster of 3 separate species, C4H16N3O in total.

Geometry as XYZ:
```
24
Properties=species:S:1:pos:R:3:mulliken_charge:R:1
N -0.28 2.41 -1.74 -0.5105
C -2.14 -1.33 0.93 -1.0223
C -1.58 -1.43 -0.48 -0.2465
N -0.16 -1.70 -0.48 -0.0448
C 0.75 -0.62 -0.61 0.2446
C 1.89 -0.44 0.46 -0.5395
N 2.15 0.93 0.65 -0.2889
H 0.56 2.96 -1.82 0.2137
H -1.75 -0.43 1.42 0.1882
H -1.00 2.72 -2.38 0.2374
H -1.99 -2.24 1.51 0.3402
H -3.21 -1.10 0.95 0.3703
H -2.09 -2.23 -1.03 0.3735
H -1.84 -0.48 -0.96 0.2190
H 0.21 -2.54 -0.90 0.3264
H 0.17 0.29 -0.52 -0.2940
H 1.34 -0.66 -1.55 0.3349
H 1.51 -0.89 1.41 0.2798
H 2.76 -1.03 0.19 0.4469
H 2.98 1.15 1.20 0.3222
H 1.32 1.38 1.10 0.2743
H -0.66 2.16 1.75 0.2169
H -0.59 2.21 -0.80 0.2229
O -0.37 1.36 1.27 -0.6649
```

Results
Frontier orbital gap   4.48 eV
LUMO energy   -8.897 eV
HOMO level   -13.374 eV
Total charge   +1



(2)
ORCA calculation (ωB97M-V with the def2-TZVPD basis set) on a cluster of 2 separate species, C4H16N3O in total.

Geometry as XYZ:
```
24
Properties=species:S:1:pos:R:3:mulliken_charge:R:1
N -0.09 -1.19 1.02 -0.2207
C 0.45 -0.15 0.08 0.5020
C -0.08 -0.44 -1.37 -0.5096
C -1.45 0.44 -1.64 -0.5617
N -2.33 0.07 -0.58 -0.4426
C 1.97 -0.07 0.45 -1.0243
N 2.42 -1.52 0.67 -0.6496
H 0.56 -1.40 1.88 0.3393
H -1.03 -0.77 1.35 0.4202
H -0.32 -1.92 0.28 0.3932
H 0.10 0.80 0.40 -0.2589
H -0.24 -1.51 -1.63 0.3704
H 0.74 -0.19 -2.08 0.3331
H -1.74 0.06 -2.64 0.3306
H -1.47 1.51 -1.72 0.3404
H -2.68 -0.89 -0.49 0.2234
H -2.93 0.72 -0.13 0.1701
H 2.71 0.27 -0.29 0.4387
H 2.28 0.68 1.26 0.3516
H 2.60 -1.60 1.66 0.2111
H 3.28 -1.60 0.12 0.2756
H -1.43 2.30 0.57 0.2736
H -0.39 3.34 0.64 0.3390
O -0.64 2.49 1.01 -0.6449
```

Results
Frontier orbital gap   10.01 eV
LUMO energy   -3.013 eV
HOMO level   -13.020 eV
Total charge   +1



Least stable = (1)